No. 1
# C2H5N3S

A structure of composition C2H5N3S (the ωB97M-V functional and the def2-TZVPD basis, the OMol25 dataset).

The geometry in XYZ format:
```
11
Properties=species:S:1:pos:R:3
C -0.7841 0.0485 0.0070
C 1.4743 -0.9239 0.1730
H -1.0151 2.2546 -0.3379
H 0.7389 1.6333 0.2334
H -2.6280 0.5743 -0.3079
H 0.0435 -1.9101 -0.4472
H 1.9565 -2.0508 0.6160
N -0.3358 1.3155 0.2933
N -2.0495 -0.3722 -0.1322
N 0.2078 -0.9586 0.0396
S 2.3915 0.3894 -0.1372
```

The calculation puts the total energy at -641.546486 a.u. The maximum force is 0.118 Eh/bohr. The calculation puts the LUMO energy at -0.0054 Eh. The relative energy (zero: lowest compared OMol25 entry of this formula, charge and spin) comes out at 86.3 kcal per mole. The calculation puts the frontier orbital gap at 8.6209 eV.

No. 2
# C27H46AlBrCl12O9PS2

A structure of composition C27H46AlBrCl12O9PS2 (the ωB97M-V functional and the def2-TZVPD basis, the OMol25 dataset).

The geometry in XYZ format:
```
99
Properties=species:S:1:pos:R:3
C -1.4904 -2.1381 1.7734
C -0.6483 -1.5330 1.1511
C 0.0949 -0.6116 0.1933
C 1.1566 -1.4915 -0.5409
C 0.7743 -2.5318 -1.3175
O -0.7974 -0.2623 -0.8512
Al 0.0577 1.0730 -1.7511
Br 1.7038 0.5269 -3.3889
S -1.5142 2.4444 -2.6455
C -3.1369 1.6865 -2.2096
C -3.3773 0.3737 -2.9958
O -2.8104 0.1754 -4.0325
O -4.2668 -0.5925 -2.5596
C -4.0094 -1.0344 -1.2260
C -5.2847 -1.4694 -0.4603
C -4.9431 -1.6066 1.0545
O -6.4641 -0.6807 -0.7365
C -6.2774 0.6815 -0.6254
O -6.3588 1.3518 -1.6178
C -6.0249 1.3923 0.7126
S -7.2840 1.0209 1.9936
O 0.9054 1.6012 -0.2093
C 0.6214 0.7342 0.8498
C -0.3233 1.3596 1.9289
C -1.6098 1.9984 1.3171
O -2.7254 1.0703 1.4019
P 2.2262 0.3085 1.7665
O 1.8334 -0.7866 2.9796
O 2.6983 1.7550 2.5104
H -2.1107 -2.7509 2.4023
H 2.2469 -1.2837 -0.4892
H 1.1004 -2.6662 -2.3538
H 0.0913 -3.2726 -0.8643
H -3.0925 1.5253 -1.1177
H -3.9579 2.4074 -2.3602
H -3.4529 -0.3164 -0.5994
H -3.3627 -1.9330 -1.2999
H -5.5226 -2.4902 -0.8031
H -5.7091 -1.1155 1.6765
H -4.7982 -2.6628 1.3378
H -3.9880 -1.0980 1.2993
H -4.9918 1.1500 1.0202
H -6.0852 2.4686 0.4996
H -6.8080 1.7444 3.0433
H -0.6688 0.5792 2.6272
H 0.2073 2.1123 2.5363
H -1.4760 2.2629 0.2573
H -1.9021 2.9116 1.8718
H -3.2186 1.3141 2.2022
H 0.8829 -0.7677 3.1892
H 3.4854 1.5642 3.0366
Cl 3.9176 7.1509 2.9852
C 3.5700 5.5871 3.7720
C 2.4944 4.8089 3.0553
Cl 0.8932 5.5767 3.2100
H 3.2966 5.7860 4.8066
H 4.4991 5.0178 3.7667
H 2.4100 3.8119 3.4862
H 2.7138 4.7011 1.9954
Cl 3.9601 -1.1973 -1.6747
C 5.1498 -2.4958 -1.9537
C 5.0355 -3.0774 -3.3450
Cl 3.5320 -4.0079 -3.5720
H 5.0101 -3.2551 -1.1864
H 6.1343 -2.0543 -1.8178
H 5.8581 -3.7647 -3.5270
H 5.0662 -2.2978 -4.1043
Cl 4.9942 2.1449 -5.4365
C 4.4651 3.8423 -5.5622
C 3.5974 4.2588 -4.3991
Cl 2.0131 3.4534 -4.4218
H 3.9445 3.9632 -6.5102
H 5.3676 4.4538 -5.5865
H 3.4111 5.3324 -4.4474
H 4.0742 4.0368 -3.4455
Cl -5.2811 -5.1874 -0.1698
C -6.1129 -5.6179 -1.6847
C -5.1513 -6.1100 -2.7385
Cl -4.0928 -4.8095 -3.3342
H -6.6657 -4.7443 -2.0260
H -6.8299 -6.4020 -1.4416
H -5.7081 -6.4861 -3.5969
H -4.5213 -6.9128 -2.3598
Cl -0.2554 3.0880 5.2603
C -1.5984 2.5184 6.2782
C -1.9428 1.0790 5.9855
Cl -2.6516 0.8918 4.3626
H -2.4492 3.1767 6.1124
H -1.2857 2.6207 7.3175
H -2.6781 0.7174 6.7044
H -1.0652 0.4376 6.0427
Cl 8.1438 -1.4966 0.1694
C 9.3370 -2.7887 -0.1059
C 9.2324 -3.3768 -1.4925
Cl 7.7303 -4.3099 -1.7162
H 9.1948 -3.5480 0.6606
H 10.3230 -2.3447 0.0306
H 10.0603 -4.0644 -1.6642
H 9.2656 -2.6039 -2.2582
```

The calculation puts the total energy at -11210.181962 a.u. The maximum force is 0.050 Eh/bohr. Its total charge is -1. The calculation puts the LUMO energy at 0.0655 Eh. The calculation puts the frontier orbital gap at 6.8221 eV.

No. 3
# C7H8

An isolated molecule of C7H8 (the ωB97M-V functional and the def2-TZVPD basis, the OMol25 dataset).

The geometry in XYZ format:
```
15
Properties=species:S:1:pos:R:3
C -0.0003 0.8668 0.3514
C 1.1320 1.6005 -0.0906
C 0.8319 0.0451 -0.6700
C 1.0545 -1.2655 -0.7214
C 1.2168 1.2165 -1.5632
C -0.9465 0.5900 1.3004
C -1.5724 -0.7329 1.4651
H 1.7302 -1.4759 -1.5455
H 0.5142 -1.9982 -0.1219
H 0.4632 1.4583 -2.3663
H 2.2030 1.2785 -2.0457
H -1.4354 1.5870 1.5844
H -0.6733 -1.4919 1.6017
H -2.2041 -0.9648 0.4889
H -2.3140 -0.7136 2.3328
```

As for the multiplicity: 3. The calculation puts the total energy at -271.241455 a.u. The maximum force is 0.071 Eh/bohr. The calculation puts the LUMO energy (spin up / spin down) at 0.0393 / -0.0547 Eh. The relative energy (zero: lowest compared OMol25 entry of this formula, charge and spin) comes out at 70.1 kcal per mole. The calculation puts the frontier orbital gap (spin up / spin down) at 7.5753 / 7.1153 eV.

No. 4
# C41H101F6N5O8P

A cluster of 7 separate species, C41H101F6N5O8P in total (the ωB97M-V functional and the def2-TZVPD basis, the OMol25 dataset).

The geometry in XYZ format:
```
162
Properties=species:S:1:pos:R:3
C -7.4160 -14.1380 -1.8905
C -6.2400 -15.0848 -2.1941
N -5.7267 -15.8350 -0.9635
C -6.6776 -16.9711 -0.5539
C -4.3951 -16.5059 -1.4278
C -3.0406 -15.6800 -1.5012
C -5.5177 -14.7977 0.2541
C -4.7852 -15.3530 1.4764
O -5.3876 -16.5531 1.9887
C -4.6220 -17.2792 2.9415
H -8.0264 -14.4380 -1.0388
H -8.1340 -13.8354 -2.6528
H -6.9430 -13.2140 -1.5579
H -5.4152 -14.7406 -2.8181
H -6.6560 -15.8749 -2.8192
H -6.8721 -17.6412 -1.3913
H -7.5868 -16.5689 -0.1072
H -6.2720 -17.6998 0.1480
H -4.6609 -16.9895 -2.3678
H -4.1640 -17.2027 -0.6221
H -3.0025 -15.0239 -2.3707
H -2.3082 -16.4524 -1.7360
H -2.9401 -15.1712 -0.5425
H -6.3554 -14.2099 0.6295
H -4.8342 -14.0688 -0.1813
H -4.8880 -14.5979 2.2557
H -3.7428 -15.5736 1.2466
H -4.3393 -16.6079 3.7524
H -3.9032 -17.9051 2.4127
H -5.3760 -17.8912 3.4367
C -10.6917 -20.6844 -2.2146
C -9.2010 -20.7404 -2.6487
N -8.1994 -21.3379 -1.5627
C -8.6437 -22.8010 -1.2306
C -6.7657 -21.4303 -2.2198
C -6.6211 -22.3258 -3.5478
C -8.2723 -20.4573 -0.2511
C -7.0280 -20.6103 0.7643
O -5.7939 -20.1138 0.2658
C -4.7113 -20.2872 1.1314
H -10.8402 -19.8680 -1.5078
H -11.0247 -21.6835 -1.9335
H -11.2728 -20.4392 -3.1035
H -8.9351 -19.7080 -2.8755
H -8.9183 -21.3105 -3.5337
H -8.6460 -23.4360 -2.1165
H -9.6562 -22.7589 -0.8291
H -7.9268 -23.1433 -0.4843
H -6.0820 -21.8002 -1.4557
H -6.3940 -20.4066 -2.2654
H -5.5606 -22.4584 -3.7621
H -6.9495 -21.8828 -4.4881
H -7.0844 -23.3009 -3.3974
H -9.1615 -20.8631 0.2313
H -8.5044 -19.4077 -0.4313
H -6.8408 -21.6223 1.1232
H -7.2459 -20.0590 1.6790
H -3.8068 -19.7663 0.8174
H -4.3625 -21.3151 1.2314
H -4.8356 -19.8475 2.1211
C -7.3832 -24.6231 -10.1480
C -7.4179 -23.3151 -9.2578
N -8.7310 -22.5507 -9.3677
C -9.8659 -23.3686 -8.6250
C -8.5422 -21.1671 -8.8009
C -8.1781 -21.0335 -7.2436
C -9.1744 -22.3760 -10.9147
C -8.2542 -21.5412 -11.8238
O -7.2753 -22.3926 -12.3753
C -6.5055 -21.7646 -13.4376
H -7.4147 -24.4806 -11.2282
H -8.2806 -25.1829 -9.8844
H -6.4842 -25.1965 -9.9218
H -6.7001 -22.6883 -9.7869
H -7.2097 -23.4902 -8.2023
H -9.5761 -23.6162 -7.6038
H -10.1349 -24.2330 -9.2320
H -10.7963 -22.8046 -8.6898
H -9.4947 -20.7089 -9.0672
H -7.8329 -20.5993 -9.4032
H -8.0130 -19.9852 -6.9946
H -7.2933 -21.5672 -6.8965
H -9.0012 -21.2802 -6.5729
H -10.1778 -21.9706 -10.7843
H -9.3487 -23.4033 -11.2348
H -7.7671 -20.6644 -11.3971
H -8.7642 -21.1292 -12.6946
H -5.6012 -22.3491 -13.6070
H -6.2271 -20.7817 -13.0573
H -6.9633 -21.5510 -14.4034
C -8.2654 -16.1557 -8.4234
C -9.6994 -15.7000 -8.0770
N -10.2156 -16.1071 -6.6502
C -11.6072 -15.4273 -6.3792
C -10.4570 -17.6702 -6.7245
C -10.9858 -18.3588 -5.3527
C -9.1892 -15.7729 -5.5274
C -8.7464 -14.2900 -5.4720
O -9.7800 -13.5589 -4.8015
C -9.5450 -12.1214 -4.5014
H -8.1929 -17.2410 -8.3516
H -7.5141 -15.7562 -7.7423
H -7.9340 -15.7201 -9.3660
H -10.5116 -16.0188 -8.7302
H -9.8230 -14.6184 -8.0231
H -11.5482 -14.3389 -6.3911
H -11.9767 -15.8102 -5.4280
H -12.2470 -15.5877 -7.2470
H -9.4762 -18.1402 -6.7968
H -11.0190 -17.9303 -7.6215
H -12.0076 -18.0119 -5.1988
H -10.3951 -18.2031 -4.4499
H -11.0160 -19.4428 -5.4627
H -8.3683 -16.4807 -5.6427
H -9.7566 -15.9774 -4.6195
H -8.5315 -13.8626 -6.4514
H -7.8469 -14.1607 -4.8700
H -10.3316 -11.7679 -3.8348
H -9.5092 -11.5191 -5.4092
H -8.6695 -11.8669 -3.9040
C 3.6061 -19.7445 -9.0157
C 3.0382 -18.6719 -8.1245
N 1.5047 -18.5977 -8.0515
C 1.2402 -17.3292 -7.1434
C 0.9663 -18.4900 -9.5201
C -0.3285 -17.6195 -9.6241
C 1.0128 -19.8935 -7.3965
C -0.5954 -19.9691 -7.2408
O -1.0104 -18.9051 -6.4590
C -2.3592 -19.0075 -6.2127
H 4.6828 -19.7693 -8.8480
H 3.4783 -19.4750 -10.0640
H 3.1885 -20.7439 -8.8934
H 3.3938 -17.6680 -8.3563
H 3.3946 -18.7924 -7.1014
H 1.6165 -16.4204 -7.6129
H 1.6882 -17.6313 -6.1967
H 0.1727 -17.1483 -7.0180
H 0.9047 -19.4980 -9.9301
H 1.7475 -17.8778 -9.9707
H -0.9099 -17.6537 -8.7028
H -1.0090 -17.8326 -10.4485
H -0.0671 -16.5835 -9.8398
H 1.5115 -19.9069 -6.4274
H 1.3135 -20.8297 -7.8669
H -0.7645 -20.9537 -6.8048
H -1.1066 -19.8119 -8.1906
H -2.9260 -18.9856 -7.1435
H -2.7661 -18.1723 -5.6426
H -2.5355 -19.9136 -5.6329
O -6.0889 -17.5356 -5.8254
C -6.4163 -18.4852 -4.9964
O -6.1144 -19.6468 -5.2893
O -6.9920 -18.1771 -3.9617
H -5.6461 -18.1246 -6.4408
P -4.8015 -18.7784 -9.7061
F -4.2998 -18.1864 -11.1686
F -6.3759 -18.5023 -10.1378
F -5.0204 -20.2757 -10.2795
F -5.2876 -19.2456 -8.2398
F -3.3195 -19.1913 -9.3760
F -4.6929 -17.2544 -9.0914
```

As for the multiplicity: 2. The calculation puts the total energy at -3438.294174 a.u. The maximum force is 0.069 Eh/bohr. Its total charge is +2. The calculation puts the LUMO energy (spin up / spin down) at -0.1176 / -0.1185 Eh. The relative energy (zero: lowest compared OMol25 entry of this formula, charge and spin) comes out at 0.0 kcal per mole. The calculation puts the frontier orbital gap (spin up / spin down) at 1.8206 / 8.0337 eV.